P) DFT (ωB97M-V/def2-TZVPD) results for a gas-phase ion, NO5P (charge -2).

XYZ file:
```
7
Properties=species:S:1:pos:R:3
O 1.3204 -1.2689 0.5658
N 0.3607 -0.4889 0.6536
O -0.3425 -0.5062 1.7288
P -0.2273 0.6593 -0.5175
O -1.2816 1.4720 0.1490
O -0.8771 -0.7064 -1.8867
O 1.0039 1.3377 -0.9935
```

* net charge: -2
* HOMO-LUMO gap: 6.38 eV
* LUMO level: 7.17 eV

***

Q) DFT (ωB97M-V/def2-TZVPD) results for a gas-phase ion, NO5P (charge -2).

XYZ file:
```
7
Properties=species:S:1:pos:R:3
O -1.5528 -0.9279 -0.5621
N -0.9042 0.0119 -0.0965
O -1.4233 0.8268 0.6614
P 0.9189 0.0377 -0.0553
O 1.0147 -0.4962 1.4454
O 1.2761 1.5105 -0.2497
O 1.3034 -1.0004 -1.1007
```

* net charge: -2
* HOMO-LUMO gap: 6.93 eV
* LUMO level: 7.35 eV

***

Consider the structures shown above. The least stable of them is P).